P | 10
Properties=species:S:1:pos:R:3:lowdin_charge:R:1 method="wB97M-V/def2-TZVPD" molar_mass_g_mol=58.08 charge=0 homo_energy_ev=-8.60 gap_ev=8.8801 multiplicity=1
C 0.57830 -0.36197 -0.49620 -0.158
C 0.35539 1.01977 -0.08993 -0.146
C -0.64255 -0.07375 0.20387 -0.440
O -1.90160 0.10318 -0.16237 -0.013
H 0.37006 -0.47172 -1.54200 0.110
H 1.33485 -1.06748 -0.03150 0.136
H 0.85377 1.53218 0.76371 0.107
H 0.19511 1.79418 -0.88304 0.122
H -0.91659 -0.40245 2.16569 0.144
H -2.44424 -0.69475 -0.39511 0.137

---

Q | 10
Properties=species:S:1:pos:R:3:lowdin_charge:R:1 method="wB97M-V/def2-TZVPD" molar_mass_g_mol=58.08 charge=0 homo_energy_ev=-9.86 gap_ev=10.8062 smiles="CCC=O" multiplicity=1
O -1.12609 -0.02331 -2.22272 0.055
C -0.31648 0.21959 -1.36485 -0.298
C 0.13101 -0.55458 -0.17944 -0.228
C 0.04324 0.25387 1.07706 -0.135
H 0.27428 1.13438 -1.54636 0.121
H 1.15219 -0.95355 -0.35197 0.124
H -0.37900 -1.56513 -0.03799 0.138
H 0.30638 1.31513 1.03068 0.076
H 0.74689 -0.01187 1.88353 0.075
H -0.83243 0.18546 1.71206 0.071

---

R | 10
Properties=species:S:1:pos:R:3:lowdin_charge:R:1 method="wB97M-V/def2-TZVPD" molar_mass_g_mol=58.08 charge=0 homo_energy_ev=-8.54 gap_ev=9.5814 smiles="C/C=C/O" multiplicity=1
C 1.40856 0.06620 0.23110 -0.139
C 0.06161 -0.20242 -0.33279 -0.182
C -1.10545 0.12575 0.29872 -0.195
O -2.31864 -0.31843 -0.13818 -0.016
H 2.05611 0.64852 -0.52436 0.090
H 1.33298 0.83478 0.94412 0.034
H 2.01831 -0.89532 0.60184 0.117
H -0.07427 -0.26180 -1.32513 0.051
H -1.19067 0.64655 1.29202 0.136
H -2.18854 -0.64383 -1.04733 0.105

---

S | 10
Properties=species:S:1:pos:R:3:lowdin_charge:R:1 method="wB97M-V/def2-TZVPD" molar_mass_g_mol=58.08 charge=0 homo_energy_ev=-9.88 gap_ev=10.7033 smiles=OC1CC1 multiplicity=1
C -0.35873 -0.07812 0.41122 -0.451
C 0.76826 -0.75267 -0.20808 -0.073
C 0.62054 0.77899 -0.18842 -0.133
H -2.46270 -0.52737 0.24762 0.217
H -0.49321 0.09272 1.54416 0.167
H 0.51116 -1.14272 -1.23856 0.134
H 1.54633 -1.14812 0.39490 0.084
H 1.13631 1.45830 0.45656 0.094
H 0.34270 1.27255 -1.09192 0.097
O -1.61066 0.04644 -0.32748 -0.136

---

So which one wins? Going from most stable to least: Q, R, S, P.

---

P | 10
Properties=species:S:1:pos:R:3:lowdin_charge:R:1 method="wB97M-V/def2-TZVPD" molar_mass_g_mol=58.08 charge=0 homo_energy_ev=-8.73 gap_ev=9.6708 smiles="C/C=C/O" multiplicity=1
C 0.27351 1.43266 -0.02007 -0.119
C 0.39914 -0.04349 -0.35047 -0.150
C -0.39283 -0.93658 0.22932 -0.226
O -0.18975 -2.28793 0.04841 -0.016
H -0.37096 1.94872 -0.73496 0.070
H 0.11836 1.56980 1.04268 0.067
H 1.22031 1.95380 -0.22269 0.065
H 1.13584 -0.30459 -1.09686 0.102
H -1.15973 -0.60307 0.92290 0.118
H -1.03389 -2.72933 0.18174 0.090

---

Q | 10
Properties=species:S:1:pos:R:3:lowdin_charge:R:1 method="wB97M-V/def2-TZVPD" molar_mass_g_mol=58.08 charge=0 homo_energy_ev=-7.56 gap_ev=8.2611 multiplicity=1
O -0.52232 -1.59665 0.22173 0.061
C -0.18803 -0.33513 -0.13231 -0.569
C 1.05790 0.43501 0.10073 -0.126
C -0.31389 0.98225 0.34344 -0.116
H -1.34498 -1.55450 0.72981 0.124
H -0.47177 -0.43866 -1.57630 0.199
H 1.67326 0.80816 -0.72409 0.092
H 1.64650 -0.01409 0.90508 0.105
H -0.74676 0.34946 -1.09179 0.155
H -0.83496 1.36733 1.20698 0.074

---

So which one wins? Going from most stable to least: P, Q.

---

P | 23
Properties=species:S:1:pos:R:3:lowdin_charge:R:1 method="wB97M-V/def2-TZVPD" molar_mass_g_mol=130.19 charge=0 homo_energy_ev=-7.03 gap_ev=7.5400 multiplicity=1
C -1.39566 -0.45556 -0.09475 -0.339
C 0.41278 0.51776 1.07994 -0.121
C 0.55651 -0.16333 -0.12859 -0.164
C -0.26408 -1.40514 -0.27352 -0.092
C 3.28042 0.56058 -0.33112 -0.317
C -2.33718 -0.62882 1.06426 -0.066
C -1.99499 0.19186 -1.30897 -0.054
O 2.50427 -0.46013 0.15249 -0.290
O 0.87332 1.74529 1.29908 0.084
H 1.46364 2.01671 0.57481 0.103
H 0.11689 0.02607 1.99743 0.149
H 0.75916 0.40133 -1.03081 0.134
H -0.11555 -2.12465 0.52675 0.131
H -0.15016 -1.87499 -1.24632 0.130
H 3.35980 1.43770 0.36578 0.062
H 2.92174 0.98508 -1.29972 0.066
H 4.32406 0.25179 -0.51608 0.067
H -1.85417 -1.06519 1.93789 0.077
H -3.14668 -1.31074 0.76980 0.091
H -2.80512 0.31350 1.35606 0.087
H -2.42150 1.16990 -1.07478 0.088
H -1.27778 0.30500 -2.12265 0.082
H -2.80973 -0.43402 -1.69698 0.092

---

Q | 23
Properties=species:S:1:pos:R:3:lowdin_charge:R:1 method="wB97M-V/def2-TZVPD" molar_mass_g_mol=130.19 charge=0 homo_energy_ev=-7.16 gap_ev=7.9417 multiplicity=1
C -0.20723 -0.52757 -0.05520 -0.318
C 0.17533 0.76223 0.19399 -0.316
C 2.21571 0.39576 -0.12240 -0.123
C -2.22533 -0.14510 -0.43080 -0.112
C -0.11341 -0.10273 1.38608 -0.036
C 0.17822 -1.73415 -0.82450 -0.044
C -0.07445 2.16877 -0.20147 -0.048
O 2.86769 -0.70169 0.45339 -0.084
O -3.03686 -0.81412 0.49061 -0.089
H 2.82648 -0.61993 1.41266 0.084
H -2.82606 -1.75378 0.46676 0.085
H 2.34026 0.33648 -1.20128 0.092
H 2.58616 1.34489 0.27766 0.076
H -2.30060 -0.55036 -1.44462 0.083
H -2.51865 0.90033 -0.41968 0.081
H -1.03929 0.02317 1.93893 0.097
H 0.71047 -0.44006 2.00849 0.087
H -0.52020 -2.55060 -0.62908 0.080
H 0.18760 -1.52584 -1.89504 0.087
H 1.16872 -2.07206 -0.51952 0.074
H -1.02525 2.52230 0.19648 0.078
H 0.71003 2.81021 0.20528 0.077
H -0.07937 2.27384 -1.28675 0.088

---

So which one wins? Going from most stable to least: P, Q.

---

P | 22
Properties=species:S:1:pos:R:3:lowdin_charge:R:1 method="wB97M-V/def2-TZVPD" molar_mass_g_mol=153.19 charge=0 homo_energy_ev=-8.01 gap_ev=8.3778 multiplicity=1
C -0.72726 0.55023 -1.46933 -0.143
C -0.43942 0.47330 -0.21179 0.031
C 0.37635 0.52776 -2.51287 -0.462
C 0.46281 -1.20059 1.09928 -0.114
C 1.57655 -1.27819 -0.08200 -0.219
C -2.10439 0.84574 -2.02507 -0.030
C 0.03272 1.10891 1.84570 -0.063
N 1.54911 0.16953 -1.94412 0.015
N -0.26160 -0.00729 0.99752 -0.192
N 1.65793 0.03183 -0.52142 -0.088
O 0.12908 0.61668 -3.70424 0.047
H -0.25748 -2.06382 1.06663 0.139
H 0.87181 -1.08900 2.05529 0.091
H 2.53935 -1.69198 0.22525 0.104
H 1.12127 -1.79737 -0.93626 0.109
H -2.28932 1.92844 -2.39851 0.127
H -2.76145 0.58662 -1.19366 0.075
H -2.21691 0.13595 -2.84512 0.080
H -0.48394 1.01708 2.94868 0.139
H 1.08463 1.21014 2.09566 0.087
H -0.36120 2.02761 1.46541 0.080
H 2.45334 0.16324 -2.52902 0.188

---

Q | 22
Properties=species:S:1:pos:R:3:lowdin_charge:R:1 method="wB97M-V/def2-TZVPD" molar_mass_g_mol=153.19 charge=0 homo_energy_ev=-8.97 gap_ev=8.8447 multiplicity=1
C -2.68654 -0.55676 2.22930 -0.111
C -1.61645 -0.70441 1.19830 -0.147
C -3.07076 2.84494 2.45769 -0.297
C -0.25099 1.07516 -1.27693 -0.032
C 1.44538 0.89040 0.54723 -0.037
C 0.50824 -1.16377 -0.59807 -0.088
C 0.21071 0.22995 -0.02665 -0.625
N -3.20439 0.49970 2.73519 0.037
N -2.80243 1.69366 2.34688 0.080
N -0.88462 0.25892 0.87861 0.112
O -3.24919 3.97762 2.35419 0.170
H -3.03882 -1.58443 2.45622 0.107
H -1.60436 -1.78065 1.01579 0.101
H 0.38358 1.05218 -2.14267 0.076
H -1.21235 0.86785 -1.72493 0.084
H -0.16902 2.03368 -0.95319 0.037
H 2.19766 1.01514 -0.09991 0.041
H 1.88288 0.46189 1.42563 0.077
H 1.15678 1.82154 1.07635 0.102
H -0.34100 -1.64775 -1.26551 0.107
H 1.39720 -1.16394 -1.35529 0.108
H 0.60168 -1.88282 0.32100 0.099

---

So which one wins? Going from most stable to least: Q, P.

---

P | 32
Properties=species:S:1:pos:R:3:lowdin_charge:R:1 method="wB97M-V/def2-TZVPD" molar_mass_g_mol=279.32 charge=0 homo_energy_ev=-8.08 gap_ev=8.6272 smiles="COc1ccc(OCC(=O)Nc2nnc(C)s2)cc1" multiplicity=1
C 5.35184 2.05806 0.13815 -0.095
H 5.11733 2.21243 1.19640 0.095
O 4.19103 1.82141 -0.61947 -0.090
C 3.42348 0.73697 -0.30743 -0.281
C 2.26970 0.56634 -1.06792 0.007
C 1.41640 -0.49559 -0.84182 -0.013
C 1.70242 -1.41451 0.16054 -0.266
C 2.85476 -1.24769 0.91930 0.005
C 3.70973 -0.18640 0.69287 -0.015
H 4.59160 -0.09066 1.30583 0.104
H 3.06706 -1.96589 1.69491 0.121
O 0.94313 -2.52057 0.46431 -0.029
C -0.29345 -2.66996 -0.16600 -0.118
C -1.27205 -1.55117 0.18821 -0.465
O -1.10061 -0.74662 1.06844 0.041
N -2.39675 -1.54757 -0.59667 0.111
C -3.40307 -0.62971 -0.42998 -0.592
N -4.47348 -0.62099 -1.15088 -0.003
N -5.30850 0.35834 -0.82060 -0.019
C -4.90125 1.10441 0.13996 -0.639
C -5.65364 2.25495 0.68264 -0.089
H -5.06652 3.16704 0.58842 0.076
H -5.86913 2.09952 1.73860 0.077
H -6.58515 2.36386 0.13441 0.081
S -3.32414 0.62733 0.77619 1.132
H -2.54602 -2.23475 -1.32189 0.159
H -0.69817 -3.61515 0.21281 0.147
H -0.18868 -2.74569 -1.25915 0.137
H 0.52990 -0.58120 -1.45160 0.112
H 2.05235 1.28702 -1.84007 0.121
H 6.07107 1.23801 0.04096 0.094
H 5.78881 2.96843 -0.26948 0.092

---

Q | 32
Properties=species:S:1:pos:R:3:lowdin_charge:R:1 method="wB97M-V/def2-TZVPD" molar_mass_g_mol=279.32 charge=0 homo_energy_ev=-8.99 gap_ev=9.4050 smiles="Cn1c(NC(=O)Cc2cccs2)cc(=O)n(C)c1=O" multiplicity=1
C -0.66066 -3.41331 -0.36095 -0.007
N -1.09218 -2.03919 -0.19842 0.017
C -0.22005 -0.99396 -0.37673 -0.224
C -0.62811 0.28414 -0.20467 0.075
C -1.97037 0.58885 0.21770 -0.431
O -2.40506 1.70001 0.42981 0.079
N -2.79416 -0.53263 0.37277 0.027
C -2.42213 -1.83358 0.16889 -0.436
O -3.17964 -2.76827 0.30397 0.078
C -4.16631 -0.27289 0.77422 0.000
H -4.58780 0.49039 0.12149 0.099
H -4.72868 -1.19959 0.69992 0.088
H -4.18501 0.09846 1.79905 0.103
H 0.02758 1.11431 -0.39610 0.106
N 1.06886 -1.33803 -0.75835 0.163
C 2.29422 -0.83412 -0.38178 -0.472
O 3.28652 -1.25734 -0.92178 0.078
C 2.33168 0.18938 0.73479 -0.108
C 2.48953 1.57263 0.18366 -0.538
C 1.77942 2.68921 0.50323 -0.146
C 2.21211 3.83530 -0.20203 -0.182
C 3.24184 3.56922 -1.04252 -0.408
S 3.71293 1.91528 -0.99592 1.062
H 3.76034 4.24226 -1.69566 0.060
H 1.76901 4.80718 -0.08336 0.102
H 0.97645 2.70274 1.21903 0.117
H 1.43776 0.13886 1.35636 0.119
H 3.20987 -0.05496 1.34145 0.133
H 1.15322 -2.10312 -1.41901 0.152
H -1.47150 -4.04596 -0.00168 0.093
H -0.47857 -3.64766 -1.41200 0.100
H 0.23889 -3.60362 0.22462 0.101

---

So which one wins? Going from most stable to least: Q, P.

---

P | 8
Properties=species:S:1:pos:R:3:lowdin_charge:R:1 method="wB97M-V/def2-TZVPD" molar_mass_g_mol=122.17 charge=0 homo_energy_ev=-9.09 gap_ev=9.0580 multiplicity=1
C -1.22806 0.25985 -0.61443 -1.032
N 2.78733 -0.16289 -0.01612 -0.329
N 2.58332 0.67272 -0.71010 0.237
O 3.00188 -1.03416 0.70636 0.102
S -2.17053 -1.01751 -0.02228 0.655
S -1.13736 1.65720 0.30170 0.639
H -1.92100 -1.84894 -1.04436 -0.134
H -1.91558 1.47374 1.39923 -0.140

---

Q | 8
Properties=species:S:1:pos:R:3:lowdin_charge:R:1 method="wB97M-V/def2-TZVPD" molar_mass_g_mol=122.17 charge=0 homo_energy_ev="-8.59 / -8.66" gap_ev="7.7214 / 7.7306" multiplicity=1
C 1.64412 0.19905 -0.16148 -0.924
N -1.84089 1.20029 0.52294 0.091
N 1.06616 1.05041 -0.76317 0.131
O -1.50260 0.13376 0.77979 -0.417
S 2.27901 -1.07162 0.46282 0.705
S -1.57436 -1.41131 -0.49372 0.549
H 0.91371 2.03340 -0.79841 0.085
H -0.98515 -2.13398 0.45124 -0.219

---

So which one wins? Going from most stable to least: P, Q.